This record from the Open Molecules 2025 dataset describes a cluster of 2 separate species, C15H29BBr2F4N2O7P in total. The level of theory is ωB97M-V/def2-TZVPD.

The value obtained for the HOMO-LUMO gap is 0.346 Eh. The charge is +1. The spin multiplicity is 1. The strongest force on any atom is 0.8 eV Å⁻¹.

Last column: Mulliken charge in e.
Positions of all 61 atoms, in Å:
C1 4.34 0.21 -1.23  -0.89
O1 3.22 0.55 -0.40  -0.18
B1 2.42 1.60 -0.66  1.13
O2 2.95 2.76 -1.14  -0.63
C2 0.84 1.47 -0.36  -1.86
C3 0.54 1.04 1.12  0.83
P1 0.07 2.63 2.05  0.04
N1 -1.23 2.05 2.95  -0.47
O3 1.37 2.73 3.04  -0.50
O4 -0.44 0.03 1.36  -0.48
C4 -0.62 -0.91 0.32  0.97
C5 0.68 -1.73 0.17  -0.67
C6 0.96 -2.57 1.42  -1.24
C7 2.42 -2.86 1.67  0.36
F1 3.01 -3.29 0.52  -0.32
Br1 3.36 -1.27 2.28  -0.07
C8 2.63 -3.94 2.76  0.62
F2 3.91 -4.03 3.12  -0.18
F3 1.90 -3.60 3.84  -0.21
Br2 2.06 -5.68 2.13  -0.10
C9 -1.72 -1.90 0.77  -0.79
C10 -3.18 -1.70 0.40  0.03
O5 -4.03 -1.34 1.15  -0.55
O6 -3.41 -2.04 -0.89  -0.47
C11 -1.03 -0.13 -0.94  -0.37
C12 -2.29 0.76 -0.74  -1.72
C13 -2.26 2.25 -1.11  -0.73
C14 -3.37 2.99 -0.37  -0.60
F4 -4.53 2.24 -0.40  -0.32
N2 0.12 0.70 -1.46  0.54
C15 1.00 -0.02 -2.44  -0.94
H1 4.45 0.90 -2.07  0.36
H2 4.20 -0.81 -1.59  0.29
H3 5.25 0.25 -0.63  0.30
H4 2.34 3.50 -1.22  0.32
H5 0.46 2.49 -0.44  0.44
H6 1.48 0.70 1.57  0.49
H7 -1.09 1.30 3.61  0.24
H8 -1.75 2.81 3.39  0.26
H9 1.29 2.23 3.87  0.31
H10 0.55 -2.42 -0.68  0.87
H11 1.53 -1.09 -0.04  -0.52
H12 0.52 -2.13 2.32  0.48
H13 0.49 -3.55 1.29  0.52
H14 -1.70 -1.91 1.86  0.45
H15 -1.46 -2.90 0.44  0.47
H16 -4.36 -1.89 -1.04  0.42
H17 -1.25 -0.85 -1.72  1.10
H18 -3.08 0.30 -1.33  0.59
H19 -2.64 0.69 0.30  0.68
H20 -1.34 2.79 -0.88  0.12
H21 -2.46 2.36 -2.18  0.24
H22 -3.09 3.16 0.67  0.23
H23 -3.57 3.95 -0.84  0.41
H24 -0.33 1.41 -2.05  0.64
H25 0.37 -0.59 -3.11  0.31
H26 1.54 0.73 -3.02  0.35
H27 1.70 -0.67 -1.94  0.40
O7 -2.24 0.79 -4.29  -0.59
H28 -2.93 1.45 -4.38  0.31
H29 -2.58 0.02 -4.77  0.30